[1]
Entry from the OMol25 dataset: a 8-piece molecular cluster, C38H76Cl2N3O14 overall in a non-equilibrium geometry (wB97M-V/def2-TZVPD).

The LUMO energy is -3.4273 eV. For the HOMO energy, the calculation gives -10.96 eV. Its largest force on an atom is 1.856 eV/A. For the orbital gap, the calculation gives 7.5 eV.

The geometry in ORCA input format:
```
! wB97M-V def2-TZVPD RIJCOSX def2/J DEFGRID3
* xyz 1 1
C -6.10 0.26 -0.10
C -4.64 0.73 -0.18
Cl -4.57 2.27 -1.14
C -3.72 -0.27 -0.87
C -2.32 -0.38 -0.27
C -1.62 0.94 0.02
C -0.84 0.86 1.33
N -0.24 -0.48 1.55
C 0.76 -0.47 2.67
C 0.14 -0.19 4.04
C 0.63 1.06 4.80
Cl 1.88 2.02 4.00
C -1.15 -1.46 1.55
N -0.95 -2.68 2.16
N -2.34 -1.26 0.94
H -6.22 -0.69 -0.60
H -6.74 0.99 -0.58
H -6.41 0.23 0.94
H -4.28 0.99 0.81
H -3.67 -0.08 -1.93
H -4.19 -1.25 -0.79
H -1.71 -0.91 -1.00
H -0.94 1.18 -0.80
H -2.28 1.79 0.12
H -1.54 1.04 2.14
H -0.07 1.62 1.35
H 1.22 -1.46 2.67
H 1.53 0.22 2.37
H 0.31 -1.06 4.66
H -0.94 -0.12 3.94
H 1.01 0.77 5.78
H -0.21 1.72 5.00
H -0.30 -3.36 1.80
H -1.38 -2.85 3.05
H -2.68 -2.18 0.66
O 7.93 6.32 4.29
C 7.28 5.32 4.40
O 5.94 5.41 4.25
C 5.08 4.27 4.19
C 4.66 3.78 5.56
C 7.90 3.99 4.76
H 5.54 3.48 3.59
H 4.20 4.62 3.65
H 5.51 3.43 6.15
H 3.95 2.96 5.47
H 4.19 4.59 6.12
H 8.00 3.94 5.84
H 8.89 3.95 4.31
H 7.35 3.13 4.40
O -6.92 -1.25 -2.50
C -6.85 -2.34 -2.99
O -5.68 -3.00 -2.93
C -5.56 -4.37 -3.37
C -5.28 -4.42 -4.86
C -8.01 -2.95 -3.74
H -6.43 -4.95 -3.08
H -4.71 -4.78 -2.82
H -6.11 -3.99 -5.43
H -5.13 -5.44 -5.19
H -4.39 -3.83 -5.09
H -8.00 -2.57 -4.76
H -8.93 -2.62 -3.26
H -8.02 -4.03 -3.75
O 8.21 1.51 2.63
C 7.43 0.61 2.79
O 6.26 0.88 3.42
C 5.20 -0.07 3.54
C 5.39 -0.97 4.75
C 7.73 -0.81 2.39
H 5.08 -0.64 2.62
H 4.31 0.54 3.67
H 6.29 -1.57 4.66
H 4.53 -1.64 4.85
H 5.48 -0.37 5.65
H 8.30 -1.29 3.18
H 8.34 -0.79 1.49
H 6.85 -1.41 2.17
O 7.47 -4.19 -0.75
C 7.59 -3.22 -1.43
O 6.91 -2.10 -1.07
C 7.09 -0.83 -1.70
C 6.24 -0.69 -2.94
C 8.40 -3.22 -2.70
H 8.15 -0.64 -1.89
H 6.77 -0.10 -0.95
H 6.53 -1.41 -3.71
H 6.35 0.31 -3.36
H 5.19 -0.86 -2.70
H 7.79 -3.60 -3.51
H 9.25 -3.88 -2.56
H 8.79 -2.24 -2.98
O -6.19 -7.30 -4.00
C -5.29 -8.10 -3.89
O -4.83 -8.70 -5.00
C -3.68 -9.55 -5.02
C -4.03 -10.98 -4.66
C -4.74 -8.50 -2.54
H -2.89 -9.14 -4.38
H -3.32 -9.50 -6.04
H -4.41 -11.06 -3.64
H -3.15 -11.61 -4.74
H -4.80 -11.36 -5.33
H -5.38 -9.28 -2.12
H -4.78 -7.63 -1.89
H -3.71 -8.86 -2.57
O -5.91 3.31 -7.59
C -6.30 3.37 -6.46
O -6.09 2.31 -5.65
C -6.35 2.33 -4.24
C -7.80 2.01 -3.93
C -7.06 4.56 -5.94
H -6.03 3.28 -3.81
H -5.71 1.56 -3.82
H -8.48 2.76 -4.34
H -7.95 1.98 -2.85
H -8.07 1.05 -4.35
H -8.12 4.44 -6.20
H -6.68 5.45 -6.43
H -6.98 4.72 -4.86
O 2.95 6.55 5.55
C 2.79 7.40 4.73
O 1.66 7.39 4.00
C 1.30 8.45 3.10
C 1.93 8.27 1.74
C 3.86 8.42 4.43
H 1.54 9.42 3.55
H 0.22 8.39 3.02
H 3.02 8.31 1.79
H 1.60 9.06 1.06
H 1.66 7.31 1.32
H 4.58 7.98 3.74
H 4.38 8.65 5.36
H 3.49 9.36 4.02
*
```

[2]
Entry from the OMol25 dataset: a 9-piece molecular cluster, C38H76IN11O14P overall in a non-equilibrium geometry (wB97M-V/def2-TZVPD).

The LUMO energy is -3.6048 eV. For the HOMO energy, the calculation gives -10.04 eV. Its largest force on an atom is 6.052 eV/A. For the orbital gap, the calculation gives 6.4 eV.

The geometry in ORCA input format:
```
! wB97M-V def2-TZVPD RIJCOSX def2/J DEFGRID3
* xyz 1 1
C -1.34 5.01 -3.96
C 0.05 4.58 -3.24
P 0.36 5.41 -1.57
C -1.36 6.09 -1.04
C 0.92 4.19 -0.24
C 0.74 2.67 -0.07
C 0.00 1.74 -1.14
C -1.51 2.22 -1.48
O -2.15 2.88 -0.63
I -2.43 1.70 -3.40
N 1.41 2.30 1.21
C 1.54 0.94 1.81
C 0.16 0.09 1.81
O 0.14 -1.17 1.66
O -1.13 0.71 1.93
C 1.95 3.51 1.76
C 2.81 3.83 3.06
C 2.34 3.11 4.41
O 3.14 2.29 4.93
O 1.12 3.35 5.09
C 0.72 2.16 5.84
C 0.41 2.20 7.43
O 0.54 1.03 5.28
N 1.69 4.64 0.91
N 2.04 5.97 1.02
H -2.26 4.76 -3.31
H -1.36 6.12 -4.23
H -1.43 4.35 -4.89
H 0.88 4.96 -3.95
H 0.14 3.44 -3.24
H -1.59 6.98 -1.74
H -2.21 5.33 -1.21
H -1.36 6.42 0.06
H 0.64 1.76 -2.10
H -0.07 0.64 -0.84
H 2.29 0.35 1.16
H 1.92 0.92 2.89
H -1.80 0.11 1.50
H 2.72 4.97 3.24
H 3.92 3.64 2.82
H -0.72 2.40 7.51
H 0.73 1.22 7.94
H 0.95 3.06 7.96
H 2.70 6.20 0.25
H 1.18 6.54 0.93
C 3.14 3.45 -3.67
O 2.14 2.80 -3.91
N 4.32 3.34 -4.34
C 5.47 4.15 -4.00
C 4.42 2.39 -5.43
H 3.17 4.20 -2.86
H 5.76 4.75 -4.87
H 6.30 3.49 -3.72
H 5.25 4.81 -3.16
H 3.68 2.64 -6.20
H 4.22 1.39 -5.06
H 5.42 2.42 -5.87
C 6.61 -2.06 6.33
O 6.74 -3.27 6.44
N 5.43 -1.39 6.45
C 5.35 0.05 6.31
C 4.22 -2.14 6.74
H 7.47 -1.40 6.12
H 4.96 0.48 7.24
H 4.67 0.29 5.48
H 6.33 0.48 6.10
H 4.34 -2.67 7.68
H 4.05 -2.86 5.94
H 3.36 -1.46 6.80
C -1.30 0.77 -7.01
O -0.48 1.62 -7.30
N -1.41 -0.46 -7.59
C -2.41 -1.42 -7.18
C -0.49 -0.82 -8.65
H -2.05 0.93 -6.21
H -1.91 -2.33 -6.82
H -3.05 -1.66 -8.03
H -3.03 -1.02 -6.37
H 0.54 -0.77 -8.26
H -0.59 -0.10 -9.47
H -0.69 -1.82 -9.01
C -0.44 -4.37 -8.43
O -1.58 -4.05 -8.72
N -0.09 -5.42 -7.64
C 1.30 -5.73 -7.35
C -1.13 -6.25 -7.07
H 0.43 -3.80 -8.81
H 1.52 -6.74 -7.70
H 1.45 -5.68 -6.27
H 1.97 -5.02 -7.84
H -1.72 -6.69 -7.88
H -1.78 -5.63 -6.46
H -0.70 -7.05 -6.47
C 3.19 -3.14 -3.03
O 2.76 -3.85 -3.91
N 2.42 -2.50 -2.10
C 2.99 -1.67 -1.06
C 0.98 -2.64 -2.14
H 4.27 -2.96 -2.90
H 2.71 -2.07 -0.09
H 2.60 -0.65 -1.17
H 4.08 -1.64 -1.14
H 0.73 -3.70 -2.04
H 0.62 -2.28 -3.11
H 0.52 -2.07 -1.34
C -1.05 -7.60 -3.49
O -1.48 -8.30 -4.38
N -1.82 -6.96 -2.56
C -1.23 -6.14 -1.52
C -3.26 -7.11 -2.61
H 0.03 -7.42 -3.36
H -1.51 -6.55 -0.54
H -1.62 -5.12 -1.61
H -0.14 -6.12 -1.60
H -3.51 -8.16 -2.51
H -3.62 -6.74 -3.58
H -3.73 -6.54 -1.81
C -4.93 2.46 5.25
O -5.35 1.97 6.28
N -3.71 2.21 4.70
C -3.27 2.83 3.47
C -2.81 1.29 5.36
H -5.53 3.18 4.66
H -3.06 2.04 2.73
H -2.36 3.40 3.66
H -4.04 3.49 3.07
H -3.30 0.31 5.45
H -2.60 1.66 6.37
H -1.88 1.18 4.81
C -7.91 -0.55 10.07
O -8.33 -1.04 11.10
N -6.69 -0.80 9.51
C -6.26 -0.18 8.28
C -5.79 -1.72 10.18
H -8.51 0.16 9.48
H -6.06 -0.96 7.54
H -5.35 0.40 8.47
H -7.03 0.49 7.89
H -6.28 -2.70 10.26
H -5.58 -1.35 11.19
H -4.86 -1.82 9.62
*
```

[3]
Entry from the OMol25 dataset: a 7-piece molecular cluster, C38H78N2O12S5 overall in a non-equilibrium geometry (wB97M-V/def2-TZVPD).

The LUMO energy is 0.1062 eV. For the HOMO energy, the calculation gives -7.77 eV. Its SMILES is CC1(C)CCCC(C)(C)N1O.CC1(C)CCCC(C)(C)N1O.O=S1(=O)CCCC1.O=S1(=O)CCCC1.O=S1(=O)CCCC1.O=S1(=O)CCCC1.O=S1(=O)CCCC1. Its largest force on an atom is 1.658 eV/A. For the orbital gap, the calculation gives 7.9 eV.

The geometry in ORCA input format:
```
! wB97M-V def2-TZVPD RIJCOSX def2/J DEFGRID3
* xyz 0 1
C 16.45 -12.82 -6.79
C 16.27 -11.32 -7.03
C 17.00 -10.93 -8.33
C 14.80 -10.96 -7.21
C 14.03 -10.84 -5.91
C 14.67 -9.75 -5.04
C 16.16 -9.97 -4.76
C 16.78 -8.61 -4.46
C 16.33 -10.92 -3.58
N 16.80 -10.56 -5.93
O 18.19 -10.71 -5.77
H 17.50 -13.09 -6.90
H 16.09 -13.10 -5.80
H 15.87 -13.43 -7.50
H 18.04 -11.27 -8.32
H 16.47 -11.38 -9.17
H 16.97 -9.84 -8.44
H 14.67 -10.02 -7.75
H 14.37 -11.71 -7.88
H 13.00 -10.57 -6.14
H 13.98 -11.79 -5.38
H 14.11 -9.75 -4.10
H 14.48 -8.81 -5.57
H 17.85 -8.67 -4.25
H 16.28 -8.15 -3.61
H 16.63 -7.94 -5.31
H 17.39 -11.05 -3.36
H 15.89 -11.90 -3.78
H 15.88 -10.58 -2.64
H 18.56 -9.90 -6.16
C 15.70 -13.65 -0.71
C 15.68 -14.99 0.02
C 14.22 -15.36 0.31
C 16.33 -16.03 -0.87
C 16.56 -17.36 -0.18
C 17.51 -17.13 1.00
C 17.00 -16.04 1.95
C 15.94 -16.61 2.92
C 18.20 -15.61 2.79
N 16.54 -14.88 1.21
O 16.07 -13.87 2.08
H 15.31 -13.81 -1.72
H 15.01 -12.94 -0.24
H 16.68 -13.18 -0.74
H 13.63 -15.07 -0.56
H 14.02 -16.42 0.42
H 13.93 -14.84 1.23
H 15.68 -16.21 -1.74
H 17.26 -15.72 -1.35
H 15.64 -17.80 0.20
H 17.00 -18.08 -0.88
H 18.44 -16.74 0.57
H 17.69 -18.05 1.54
H 16.23 -17.53 3.42
H 15.03 -16.84 2.36
H 15.63 -15.83 3.62
H 18.97 -15.12 2.19
H 18.66 -16.47 3.27
H 17.90 -14.93 3.59
H 16.69 -13.15 1.92
O 18.32 -7.49 -1.17
S 18.01 -7.37 0.22
O 19.04 -7.10 1.18
C 16.64 -6.23 0.50
C 15.39 -7.10 0.52
C 15.81 -8.33 1.34
C 17.08 -8.84 0.70
H 16.71 -5.36 -0.14
H 16.80 -5.96 1.55
H 14.59 -6.57 1.05
H 15.00 -7.41 -0.45
H 15.03 -9.07 1.50
H 16.04 -8.03 2.37
H 16.88 -9.39 -0.22
H 17.74 -9.47 1.31
O 12.75 -8.95 0.66
S 11.89 -9.54 -0.33
O 11.45 -8.72 -1.43
C 12.68 -11.04 -0.91
C 12.13 -12.15 -0.02
C 10.65 -11.83 0.22
C 10.45 -10.34 0.42
H 13.76 -10.94 -0.89
H 12.45 -11.18 -1.97
H 12.21 -13.11 -0.52
H 12.68 -12.11 0.93
H 10.25 -12.42 1.05
H 10.06 -12.18 -0.63
H 10.31 -9.90 1.40
H 9.67 -9.91 -0.21
O 8.77 -14.52 3.76
S 10.12 -14.34 4.23
O 10.47 -13.13 4.91
C 10.61 -15.79 5.20
C 11.23 -16.71 4.16
C 12.10 -15.82 3.27
C 11.30 -14.60 2.88
H 9.69 -16.20 5.62
H 11.23 -15.44 6.02
H 11.83 -17.49 4.63
H 10.46 -17.20 3.56
H 12.47 -16.38 2.40
H 13.02 -15.54 3.78
H 10.77 -14.61 1.93
H 11.94 -13.72 2.96
O 10.70 -18.25 -1.39
S 10.32 -16.93 -0.96
O 11.24 -16.13 -0.20
C 9.69 -15.98 -2.33
C 8.57 -15.14 -1.74
C 7.77 -16.07 -0.80
C 8.76 -16.98 -0.07
H 9.33 -16.69 -3.08
H 10.52 -15.44 -2.79
H 9.00 -14.30 -1.19
H 7.92 -14.72 -2.51
H 7.12 -16.71 -1.40
H 7.15 -15.50 -0.12
H 8.39 -18.01 -0.06
H 8.99 -16.76 0.97
O 10.11 -7.25 2.87
S 11.01 -6.17 2.52
O 11.16 -5.71 1.17
C 10.64 -4.78 3.63
C 11.87 -4.54 4.48
C 12.57 -5.90 4.60
C 12.62 -6.49 3.22
H 9.75 -5.05 4.20
H 10.36 -3.95 2.97
H 12.51 -3.77 4.04
H 11.60 -4.22 5.49
H 11.97 -6.53 5.26
H 13.54 -5.84 5.09
H 12.95 -7.53 3.14
H 13.28 -5.90 2.58
*
```